Entry from the Open Molecules 2025 dataset: 2 unconnected molecules or ions with the total composition C4H9N2O2 (wB97M-V/def2-TZVPD).

The geometry in XYZ format:
```
17
Properties=species:S:1:pos:R:3:forces:R:3:mulliken_charge:R:1
C -1.4928 -0.1241 0.1274 -0.59 2.03 0.54 0.492
C -0.7479 -1.1337 0.4103 0.11 -0.66 1.14 0.442
C -2.7334 0.0901 1.0565 1.89 -1.72 -2.59 -1.183
C 1.5464 0.1698 -2.0866 0.53 0.63 -0.58 -0.143
N 1.0574 -0.2882 -1.0483 0.50 -1.31 2.00 -0.305
N -0.3928 -2.1149 1.1317 2.93 1.96 0.96 -0.254
O -1.3114 0.8724 -0.7335 -0.43 -0.50 -0.57 -0.445
O 1.9224 -0.6902 -0.0474 2.16 0.27 0.31 -0.419
H -2.8577 -0.7484 1.7003 0.12 -0.11 1.07 0.352
H -3.4764 -0.0463 0.3040 -1.20 0.64 -0.29 0.374
H -2.5871 1.0615 1.4136 -0.45 1.30 0.98 0.359
H 2.5999 0.2850 -2.1751 0.83 0.18 -0.53 0.214
H 0.8402 0.5276 -2.7885 -0.26 0.22 -1.09 0.245
H -0.5468 0.6722 -1.3139 -0.48 0.11 0.71 0.329
H 0.4613 -2.0564 1.8080 -2.20 -0.13 -1.44 0.317
H -0.8299 -2.9583 0.9549 -0.44 -2.54 -0.26 0.281
H 2.9434 -0.4557 -0.1603 -2.99 -0.37 -0.38 0.342
```
Positions in Å, forces in eV/Å.

- net charge = +1
- ΔE to the lowest compared entry with this formula, charge and spin (kcal/mol) = 118.74
- Kohn-Sham gap (Eh) = 0.3673
- strongest force on any atom (eV/A) = 3.65